1.
{
  "formula": "C24H11BF6N5O6",
  "method": "the ωB97M-V functional and the def2-TZVPD basis",
  "charge": -1,
  "homo_energy_ev": -5.5,
  "largest_force_ha_per_bohr": 0.0642,
  "total_energy_ha": -2270.13180,
  "symbols": ["F", "C", "C", "C", "C", "C", "F", "C", "B", "C", "C", "F", "C", "C", "C", "C", "F", "C", "C", "F", "C", "C", "C", "C", "F", "H", "H", "H", "H", "H", "H", "H", "H", "H", "H", "O", "N", "C", "C", "N", "O", "C", "N", "O", "O", "C", "C", "N", "O", "O", "N", "C", "H"],
  "positions_angstrom": [[2.65, -0.13, 2.77], [2.74, -0.82, 1.59], [3.55, -1.95, 1.62], [3.68, -2.73, 0.47], [2.98, -2.37, -0.69], [2.21, -1.21, -0.67], [1.56, -0.87, -1.82], [2.05, -0.39, 0.45], [1.10, 0.91, 0.32], [1.08, 1.85, 1.65], [-0.06, 1.98, 2.44], [-1.20, 1.32, 2.07], [-0.13, 2.76, 3.60], [1.00, 3.46, 4.01], [2.17, 3.40, 3.23], [2.16, 2.62, 2.08], [3.33, 2.61, 1.36], [1.54, 1.87, -0.92], [0.60, 2.73, -1.48], [-0.66, 2.79, -0.92], [0.85, 3.57, -2.57], [2.14, 3.60, -3.10], [3.14, 2.80, -2.55], [2.82, 1.96, -1.48], [3.86, 1.23, -0.98], [-0.04, 0.45, 0.08], [4.05, -2.21, 2.55], [4.29, -3.63, 0.48], [3.02, -2.97, -1.60], [-1.07, 2.79, 4.15], [0.98, 4.06, 4.92], [3.06, 3.96, 3.50], [0.04, 4.18, -2.96], [2.36, 4.25, -3.95], [4.15, 2.80, -2.93], [-4.84, -5.85, -2.00], [-4.61, -5.01, -1.16], [-4.09, -3.72, -1.14], [-4.03, -3.30, 0.19], [-4.55, -4.25, 1.02], [-4.87, -5.29, 0.19], [-3.49, -1.98, 0.51], [-3.63, -1.39, 1.83], [-3.88, -2.10, 2.82], [-3.50, -0.15, 1.91], [-2.99, -1.16, -0.52], [-3.09, -1.62, -1.84], [-2.86, -0.99, -3.06], [-2.47, 0.13, -3.35], [-3.20, -1.90, -4.07], [-3.67, -3.08, -3.53], [-3.62, -2.89, -2.18], [-2.62, -0.15, -0.35]]
}



2.
{
  "formula": "C24H12AuF12N3O2S2",
  "method": "the ωB97M-V functional and the def2-TZVPD basis",
  "charge": -2,
  "e_above_lowest_kcal_mol": 1.0,
  "homo_energy_ev": -2.0,
  "largest_force_ha_per_bohr": 0.0053,
  "total_energy_ha": -3367.10621,
  "symbols": ["Au", "C", "C", "C", "C", "C", "N", "C", "C", "C", "C", "C", "C", "C", "C", "O", "C", "F", "F", "F", "C", "F", "F", "F", "C", "C", "C", "O", "C", "F", "F", "F", "C", "F", "F", "F", "H", "H", "H", "H", "H", "H", "H", "H", "H", "H", "H", "H", "S", "C", "C", "N", "C", "S", "C", "N"],
  "positions_angstrom": [[0.10, 0.14, -0.23], [3.29, -4.60, 3.22], [2.43, -3.41, 2.87], [2.69, -2.16, 3.41], [1.92, -1.07, 3.03], [0.86, -1.20, 2.13], [0.19, -0.01, 1.77], [-0.91, 0.36, 2.52], [-1.17, -0.35, 3.72], [-2.21, -0.05, 4.56], [-3.09, 0.98, 4.27], [-4.28, 1.29, 5.14], [-2.85, 1.69, 3.11], [-1.79, 1.44, 2.23], [-1.65, 2.39, 1.01], [-0.66, 2.16, 0.13], [-1.35, 3.83, 1.53], [-0.18, 3.85, 2.19], [-1.27, 4.72, 0.53], [-2.27, 4.36, 2.39], [-2.98, 2.40, 0.19], [-3.35, 1.14, -0.09], [-2.85, 3.04, -0.97], [-4.05, 2.98, 0.81], [0.58, -2.47, 1.58], [1.38, -3.54, 1.98], [-0.58, -2.71, 0.58], [-1.19, -1.63, 0.05], [-1.69, -3.51, 1.33], [-1.26, -4.64, 1.94], [-2.68, -3.89, 0.51], [-2.24, -2.76, 2.29], [-0.08, -3.57, -0.63], [-0.97, -3.60, -1.62], [0.17, -4.89, -0.33], [1.06, -3.07, -1.12], [3.82, -4.45, 4.16], [4.04, -4.78, 2.44], [2.69, -5.51, 3.31], [3.51, -2.02, 4.11], [2.12, -0.08, 3.41], [-0.53, -1.18, 3.97], [-2.35, -0.65, 5.46], [-4.07, 1.07, 6.19], [-5.16, 0.71, 4.85], [-4.55, 2.35, 5.07], [-3.52, 2.50, 2.87], [1.19, -4.52, 1.57], [-0.08, 0.26, -2.52], [1.59, 0.16, -3.05], [1.78, 0.15, -4.46], [1.94, 0.15, -5.60], [2.65, 0.09, -2.20], [2.52, 0.10, -0.47], [3.98, 0.02, -2.73], [5.06, -0.04, -3.12]]
}



3.
{
  "formula": "C24H12BrN4OS2Ti",
  "method": "the ωB97M-V functional and the def2-TZVPD basis",
  "charge": 0,
  "s2": 0.75,
  "e_above_lowest_kcal_mol": 15.2,
  "homo_energy_ev": [-7.8, -8.1],
  "largest_force_ha_per_bohr": 0.0567,
  "total_energy_ha": -5435.97019,
  "multiplicity": 2,
  "symbols": ["Ti", "Br", "C", "C", "C", "C", "O", "C", "C", "N", "C", "C", "C", "C", "C", "C", "C", "C", "N", "C", "C", "H", "H", "H", "H", "H", "H", "H", "H", "H", "H", "S", "C", "C", "C", "C", "N", "C", "C", "C", "S", "C", "N", "H", "H"],
  "positions_angstrom": [[-0.30, -0.93, -0.16], [-7.00, -3.07, 1.40], [-5.21, -2.67, 1.22], [-4.24, -3.69, 1.43], [-2.91, -3.45, 1.44], [-2.46, -2.14, 1.24], [-1.17, -1.90, 1.23], [-3.45, -1.13, 0.92], [-3.07, 0.21, 0.51], [-1.91, 0.50, 0.20], [-1.45, 1.82, 0.01], [-2.04, 2.84, -0.63], [-1.32, 4.03, -0.80], [-0.05, 4.25, -0.30], [0.66, 3.14, 0.23], [2.03, 3.09, 0.61], [2.61, 1.92, 1.11], [1.82, 0.77, 1.25], [0.56, 0.80, 0.96], [-0.04, 1.90, 0.45], [-4.80, -1.40, 1.01], [-4.54, -4.72, 1.65], [-2.25, -4.29, 1.45], [-3.85, 0.96, 0.60], [-3.05, 2.72, -1.12], [-1.84, 4.85, -1.38], [0.46, 5.16, -0.44], [2.58, 4.02, 0.62], [3.53, 1.91, 1.61], [2.15, -0.22, 1.64], [-5.55, -0.64, 0.88], [0.07, 0.25, -2.28], [1.63, -0.50, -1.88], [2.86, 0.20, -2.07], [4.07, -0.35, -1.68], [5.34, 0.35, -1.54], [6.31, 0.92, -1.32], [4.07, -1.60, -1.03], [2.88, -2.38, -0.97], [1.66, -1.86, -1.40], [0.23, -2.87, -1.42], [5.21, -2.10, -0.37], [6.09, -2.48, 0.28], [2.83, 1.23, -2.38], [2.88, -3.43, -0.78]]
}



- Number 3 is which compound?
  C24H12BrN4OS2Ti



Please write out number 1 again, unchanged.
{
  "formula": "C24H11BF6N5O6",
  "method": "the ωB97M-V functional and the def2-TZVPD basis",
  "charge": -1,
  "homo_energy_ev": -5.5,
  "largest_force_ha_per_bohr": 0.0642,
  "total_energy_ha": -2270.13180,
  "symbols": ["F", "C", "C", "C", "C", "C", "F", "C", "B", "C", "C", "F", "C", "C", "C", "C", "F", "C", "C", "F", "C", "C", "C", "C", "F", "H", "H", "H", "H", "H", "H", "H", "H", "H", "H", "O", "N", "C", "C", "N", "O", "C", "N", "O", "O", "C", "C", "N", "O", "O", "N", "C", "H"],
  "positions_angstrom": [[2.65, -0.13, 2.77], [2.74, -0.82, 1.59], [3.55, -1.95, 1.62], [3.68, -2.73, 0.47], [2.98, -2.37, -0.69], [2.21, -1.21, -0.67], [1.56, -0.87, -1.82], [2.05, -0.39, 0.45], [1.10, 0.91, 0.32], [1.08, 1.85, 1.65], [-0.06, 1.98, 2.44], [-1.20, 1.32, 2.07], [-0.13, 2.76, 3.60], [1.00, 3.46, 4.01], [2.17, 3.40, 3.23], [2.16, 2.62, 2.08], [3.33, 2.61, 1.36], [1.54, 1.87, -0.92], [0.60, 2.73, -1.48], [-0.66, 2.79, -0.92], [0.85, 3.57, -2.57], [2.14, 3.60, -3.10], [3.14, 2.80, -2.55], [2.82, 1.96, -1.48], [3.86, 1.23, -0.98], [-0.04, 0.45, 0.08], [4.05, -2.21, 2.55], [4.29, -3.63, 0.48], [3.02, -2.97, -1.60], [-1.07, 2.79, 4.15], [0.98, 4.06, 4.92], [3.06, 3.96, 3.50], [0.04, 4.18, -2.96], [2.36, 4.25, -3.95], [4.15, 2.80, -2.93], [-4.84, -5.85, -2.00], [-4.61, -5.01, -1.16], [-4.09, -3.72, -1.14], [-4.03, -3.30, 0.19], [-4.55, -4.25, 1.02], [-4.87, -5.29, 0.19], [-3.49, -1.98, 0.51], [-3.63, -1.39, 1.83], [-3.88, -2.10, 2.82], [-3.50, -0.15, 1.91], [-2.99, -1.16, -0.52], [-3.09, -1.62, -1.84], [-2.86, -0.99, -3.06], [-2.47, 0.13, -3.35], [-3.20, -1.90, -4.07], [-3.67, -3.08, -3.53], [-3.62, -2.89, -2.18], [-2.62, -0.15, -0.35]]
}